Entry 1:
# C4H12O2S

2 unconnected molecules or ions with the total composition C4H12O2S at a distorted geometry (wB97M-V/def2-TZVPD, the OMol25 dataset).

Each line ends with the Löwdin charge.
CARTESIAN COORDINATES (ANGSTROEM)
O -0.66 0.90 -4.26  -0.056
H -0.47 3.39 2.59  0.083
H -1.90 -0.09 0.46  0.114
C -0.41 -1.79 0.08  -0.508
C -0.84 -0.32 0.27  -0.285
H 0.94 0.03 1.54  0.093
H -0.39 -2.25 1.07  0.068
H 0.26 2.21 0.77  0.117
C -0.13 0.24 1.51  -0.209
H -0.56 0.15 -0.68  0.092
H -1.42 1.89 1.23  0.112
O -0.20 2.48 2.76  -0.069
H -0.63 -0.16 2.38  0.115
H -0.90 -2.26 -0.78  0.056
H -0.08 0.68 -4.99  0.028
C -0.37 1.77 1.54  -0.280
H -0.43 0.25 -3.58  0.024
S 1.36 -1.88 -0.46  0.701
H 1.34 -0.80 -1.16  -0.194

The HOMO energy comes out at -9.22 eV. The value obtained for the HOMO-LUMO gap is 9.73 eV. For the LUMO energy, the calculation gives 0.506 eV.

=====

Entry 2:
# C40H50BBrCsN9O4S3

A molecular structure, C40H50BBrCsN9O4S3 at a distorted geometry (wB97M-V/def2-TZVPD, the OMol25 dataset).

Each line ends with the Löwdin charge.
CARTESIAN COORDINATES (ANGSTROEM)
H -1.73 0.35 -3.54  0.110
H -0.28 3.10 7.21  0.088
H 1.10 -3.67 6.43  0.089
C -2.59 -3.06 2.88  -0.204
B -0.87 0.09 2.55  -0.794
H 0.62 -3.47 4.73  0.088
C 4.73 -0.88 -2.03  0.002
N 0.84 -0.91 3.89  0.178
O -0.11 2.38 -4.37  -0.068
S -1.13 -1.29 1.11  0.904
H -3.32 -3.77 1.00  0.097
H -4.27 3.80 0.54  0.078
H 0.12 -2.28 5.93  0.059
N -1.27 1.96 3.76  0.173
N 0.62 0.10 3.00  0.012
C 4.59 -2.56 -0.33  -0.118
S -2.60 1.43 0.05  0.558
C 2.94 0.62 2.90  -0.247
C 2.62 -1.43 6.69  -0.036
C 3.38 -0.64 -1.84  -0.195
H 3.47 -3.88 5.82  0.088
H -1.75 -0.71 7.31  0.078
H 0.42 2.39 5.75  0.083
C -2.74 -3.28 7.19  -0.037
C -1.62 3.17 4.04  -0.216
C 4.06 1.41 2.32  -0.066
N -0.92 -1.42 -2.85  -0.019
H 5.01 1.04 2.70  0.082
H -1.42 1.93 -6.90  0.149
H -1.10 1.77 6.36  0.067
H -3.08 -4.20 6.70  0.080
C -2.24 2.10 1.55  -0.679
H 1.83 -0.73 6.98  0.088
C -0.22 -2.99 -4.50  -0.041
C -1.16 -0.91 -5.17  -0.125
C -0.38 -2.58 -3.19  -0.135
H -5.24 -1.21 5.98  0.094
C 3.25 -2.23 -0.23  -0.725
C -3.03 -3.06 4.17  0.072
C 2.23 -2.16 5.40  -0.544
C -2.78 -1.98 5.06  -0.200
H 3.55 -0.87 6.57  0.084
O 2.09 -0.02 -3.70  -0.015
H 5.02 -3.33 0.29  0.095
H 0.23 -3.95 -4.72  0.106
S 1.25 2.23 1.49  0.649
C 1.57 0.93 2.50  -0.642
H 4.15 -0.59 4.13  0.122
C -4.82 -2.09 6.48  -0.040
H -2.30 4.54 7.12  0.087
H 0.77 2.27 -6.23  0.131
H -3.13 4.86 5.60  0.079
H -1.65 -3.29 7.20  0.075
C 2.63 0.40 -2.66  -0.844
H -3.23 -0.85 8.28  0.089
H -3.19 3.25 6.31  0.086
H -2.74 4.37 -0.07  0.081
Br 2.18 -3.18 1.03  0.747
O -2.49 -0.25 -7.02  0.074
Cs 0.26 0.80 -1.26  1.202
C -2.80 -4.15 1.88  -0.019
C -3.29 -2.03 6.49  -0.552
H -3.22 0.13 6.80  0.077
H -3.38 -4.97 2.31  0.086
N -1.71 -0.92 3.42  -0.004
N -1.56 1.46 2.53  -0.012
H 0.70 2.37 -3.83  0.049
C -1.30 -0.60 -3.83  -0.142
H 3.95 2.47 2.55  0.077
H -0.52 -2.41 -6.56  0.127
O 2.49 1.53 -2.12  -0.293
C -2.63 3.47 1.87  -0.248
H -3.55 5.28 1.24  0.080
C -2.55 4.12 6.15  -0.040
H -3.59 -3.91 4.53  0.125
C 0.19 1.64 -5.55  -0.244
H -5.20 -2.11 7.50  0.089
C -0.51 2.68 6.23  -0.052
H -2.58 4.99 3.32  0.121
H -1.84 -4.54 1.54  0.094
H 4.05 1.34 1.23  0.082
N -2.12 -0.92 4.68  0.214
C -1.62 0.05 -6.23  -0.445
C 3.35 -3.15 5.02  -0.045
H 6.40 -2.07 -1.37  0.111
C -0.38 4.96 5.22  -0.037
H 5.29 -0.32 -2.77  0.124
C -2.31 3.97 3.08  0.053
N -1.02 1.28 -6.24  0.106
H -5.19 -2.98 5.97  0.080
C -1.89 -1.89 2.53  -0.492
C 3.14 -0.36 3.80  0.045
H 0.53 4.70 4.66  0.092
C 5.34 -1.85 -1.25  -0.055
H 4.31 -2.65 4.89  0.078
C -1.27 3.72 5.41  -0.547
H 2.76 -2.14 7.50  0.088
H -3.09 -3.31 8.22  0.091
C 2.05 -1.12 4.31  -0.230
C -0.62 -2.14 -5.51  0.008
H 3.12 -3.67 4.09  0.064
C -2.84 -0.79 7.26  -0.059
H -0.08 5.35 6.20  0.087
C -3.34 4.29 0.84  -0.073
N 2.64 -1.30 -0.94  0.076
C 0.94 -2.94 5.63  -0.058
H -0.05 -3.22 -2.37  0.108
H 0.76 0.76 -5.30  0.101
H -0.89 5.76 4.69  0.079

The HOMO energy comes out at -7.66 eV. The value obtained for the HOMO-LUMO gap is 7.19 eV. For the LUMO energy, the calculation gives -0.468 eV.

=====

Entry 3:
# C3H36NO14S

14 unconnected molecules or ions with the total composition C3H36NO14S at a distorted geometry (wB97M-V/def2-TZVPD, the OMol25 dataset).

Each line ends with the Löwdin charge.
CARTESIAN COORDINATES (ANGSTROEM)
C 0.94 -2.25 -1.05  -0.508
H 0.13 0.35 -0.70  0.096
O 2.06 1.04 3.75  -0.064
H -3.81 1.62 -1.45  0.054
O -4.03 -0.19 0.89  -0.091
H -0.37 2.95 2.43  0.063
H 0.66 2.77 -2.16  0.060
H -1.75 -3.37 -0.88  0.122
H 1.74 -1.84 -0.43  0.046
H 1.61 1.58 -2.38  0.009
H 3.85 1.40 -3.27  0.070
H 4.36 2.84 1.02  0.052
O 0.73 1.82 -2.02  -0.057
O -2.32 2.78 0.56  -0.045
O 0.24 -1.83 2.38  -0.063
H -3.35 -0.23 1.66  0.010
O -2.61 -1.66 -1.69  -0.080
H -2.39 -0.67 -3.30  0.019
H -0.94 1.58 2.71  0.033
S 1.09 -3.98 -0.52  0.775
N -0.53 -0.28 -1.17  0.178
H 0.75 -1.05 2.12  0.015
H 4.16 1.30 0.74  -0.006
H -3.02 3.40 0.78  0.054
O 1.23 0.34 0.87  -0.074
H 2.12 0.72 0.89  0.032
H 3.45 1.83 -1.86  0.054
O -2.21 -0.28 2.71  -0.022
H 4.01 -1.05 0.84  0.058
H 1.20 -2.11 -2.11  0.103
C -1.50 -2.48 -1.47  -0.217
H 1.48 1.34 4.47  0.041
H -1.86 0.32 -4.37  0.059
O -1.64 -0.47 -3.87  -0.055
O -3.13 0.95 -1.45  -0.085
H 0.18 -4.51 -1.35  -0.137
H -1.46 0.11 -0.94  0.116
H 0.68 -2.30 3.09  0.063
O 4.65 -0.44 0.45  -0.034
H 2.79 1.67 3.81  0.041
H 0.78 1.05 1.39  0.025
H -0.47 -0.24 -2.19  0.116
H -1.71 3.25 -0.02  0.046
H -3.38 0.39 -0.68  -0.009
C -0.42 -1.69 -0.69  -0.340
O 3.33 1.11 -2.51  -0.041
H -3.42 -1.94 -1.26  0.116
O 3.72 2.12 1.03  -0.063
H -1.70 -1.05 2.38  0.051
H -2.28 -0.47 3.64  0.092
H -4.60 -0.93 1.14  0.056
O -0.10 2.03 2.51  -0.048
H -1.07 -2.86 -2.41  0.129
H 4.74 -0.77 -0.46  0.068
H -0.61 -1.68 0.39  0.113

The total charge is +1. The HOMO energy comes out at -11.75 eV. The value obtained for the HOMO-LUMO gap is 9.42 eV. For the LUMO energy, the calculation gives -2.336 eV.

=====

Entry 4:
# C18H18FeO7S2

A molecular structure, C18H18FeO7S2 at a distorted geometry (wB97M-V/def2-TZVPD, the OMol25 dataset).

Each line ends with the Löwdin charge.
CARTESIAN COORDINATES (ANGSTROEM)
C 3.89 -1.64 -2.37  -0.158
H -1.72 3.67 2.06  0.087
H 2.74 0.08 0.70  0.088
C 4.34 -1.40 -1.03  -0.142
Fe 3.20 0.16 -1.74  0.154
C 3.09 2.01 -1.59  -0.073
H -4.39 -3.28 3.71  0.115
H -0.41 0.18 -1.06  0.059
S -3.05 0.78 0.01  0.732
C -3.39 -1.41 3.37  -0.026
C 1.97 0.09 -0.10  -0.177
C -4.17 -2.50 2.97  -0.044
H -5.15 -3.51 1.33  0.114
O -0.72 0.43 3.37  -0.266
C 0.99 -0.95 -0.05  -0.175
H 3.38 -2.54 -2.72  0.119
O -2.70 0.22 -1.29  -0.288
C -1.62 1.18 1.00  -0.384
S -1.94 0.88 2.73  0.726
H -3.02 -1.27 4.38  0.130
H 5.61 0.25 -0.16  0.119
C -1.54 3.58 0.98  0.017
O -0.90 2.26 0.70  -0.125
C -3.56 -0.54 1.11  -0.255
C 5.07 -0.16 -1.01  -0.158
O -4.00 1.88 0.07  -0.267
C -3.05 -0.47 2.40  -0.258
H -4.61 -1.71 -0.34  0.129
C 1.85 0.25 -3.04  -0.066
H 1.15 -1.83 0.58  0.099
C -4.31 -1.63 0.70  -0.025
C 5.07 0.37 -2.35  -0.187
O 2.76 3.12 -1.62  0.134
H -0.82 4.32 0.63  0.100
H -0.12 -1.34 -1.91  0.092
H 1.48 1.08 -0.13  0.062
C -4.60 -2.62 1.65  -0.047
C 4.34 -0.54 -3.19  -0.186
H 5.61 1.25 -2.69  0.122
H 4.23 -2.10 -0.20  0.123
O 1.26 0.57 -4.00  0.126
O -2.75 1.93 3.32  -0.272
H 4.26 -0.48 -4.27  0.123
C -0.19 -0.89 -0.90  -0.145
H -1.06 -1.36 -0.43  0.069
H -2.49 3.64 0.43  0.087

The HOMO energy (spin up / spin down) comes out at -6.11 / -8.38 eV. The value obtained for the HOMO-LUMO gap (spin up / spin down) is 5.97 / 6.34 eV. Its spin multiplicity is 5. For the LUMO energy (spin up / spin down), the calculation gives -0.141 / -2.043 eV. Its expectation value of S² is 6.130.

=====

Entry 5:
# H9O4

4 unconnected molecules or ions with the total composition H9O4 at a distorted geometry (wB97M-V/def2-TZVPD, the OMol25 dataset).

Each line ends with the Löwdin charge.
CARTESIAN COORDINATES (ANGSTROEM)
H 1.28 -1.68 1.17  0.081
H 0.48 0.08 0.65  0.107
O -1.22 2.61 0.28  0.010
H 2.55 -0.89 1.50  0.095
H -0.72 -0.37 -0.50  0.118
H -0.69 -2.13 -2.07  0.072
O -0.46 0.18 0.26  0.196
O -0.03 -1.97 -1.37  -0.046
H -0.60 3.33 0.12  0.096
H 0.77 -2.40 -1.73  0.084
H -0.96 1.06 0.24  0.092
O 1.69 -0.82 1.07  0.006
H -2.08 3.00 0.38  0.089

The total charge is +1. The HOMO energy comes out at -16.23 eV. The value obtained for the HOMO-LUMO gap is 13.03 eV. For the LUMO energy, the calculation gives -3.199 eV.

=====

Entry 6:
# C2FN3O

C2FN3O in the gas phase at a distorted geometry (wB97M-V/def2-TZVPD, the OMol25 dataset).

Each line ends with the Löwdin charge.
CARTESIAN COORDINATES (ANGSTROEM)
N 0.24 -1.58 -0.03  0.010
C -1.33 0.17 -0.34  -0.097
C 1.32 0.49 -0.03  -0.335
N 1.29 -0.71 0.22  0.088
N -0.83 -0.94 0.02  -0.008
F -2.21 0.95 0.18  0.130
O 1.52 1.62 -0.02  0.213

The HOMO energy (spin up / spin down) comes out at -8.08 / -11.40 eV. The value obtained for the HOMO-LUMO gap (spin up / spin down) is 7.98 / 8.85 eV. Its spin multiplicity is 3. For the LUMO energy (spin up / spin down), the calculation gives -0.102 / -2.546 eV. Its expectation value of S² is 2.024.

=====

Entry 7:
# C20H15N5O2S

C20H15N5O2S in the gas phase at a distorted geometry (wB97M-V/def2-TZVPD, the OMol25 dataset).

Each line ends with the Löwdin charge.
CARTESIAN COORDINATES (ANGSTROEM)
H -3.48 0.92 4.30  0.096
H -2.94 -2.32 -1.22  0.122
C -3.17 -2.82 -0.24  -0.056
C -3.49 -3.93 2.25  -0.078
H 5.15 2.77 -4.95  0.096
N 5.43 3.54 -2.24  0.147
H 3.65 1.32 -6.67  0.049
H -5.28 -4.95 1.33  0.106
N 0.33 0.20 0.34  0.166
O -0.23 0.34 -3.14  -0.001
C -2.55 -3.02 2.06  -0.098
C 4.18 2.30 -4.81  -0.099
H -2.81 -0.30 2.28  0.077
H -1.99 -2.65 2.88  0.109
N -0.91 -1.28 -0.91  0.182
N 1.71 1.20 -2.17  0.093
N -0.45 -0.50 1.19  -0.020
C -4.40 -4.29 1.17  -0.032
H 5.92 3.78 -3.07  0.068
S 2.12 0.64 -4.88  1.073
C 0.01 -0.23 -0.86  -0.226
C -1.45 1.31 4.73  -0.043
H 0.58 1.64 4.88  0.084
H 2.19 1.59 -1.30  0.144
H 1.29 0.47 2.91  0.144
C -2.31 -2.46 0.81  -0.121
C -4.24 -3.69 -0.11  -0.074
O 3.70 2.72 -1.23  -0.008
C -1.25 -1.40 0.38  -0.118
C 3.41 1.53 -5.66  -0.402
C 0.21 0.62 3.22  -0.024
C -2.08 0.12 2.83  -0.049
C 3.61 2.26 -3.45  -0.198
H -3.57 -4.23 3.24  0.083
H -4.81 -3.81 -1.04  0.112
C 4.22 2.93 -2.34  -0.480
H -1.71 1.76 5.65  0.085
C -0.15 1.24 4.30  -0.123
C -0.78 0.01 2.39  -0.207
C -2.51 0.81 3.91  -0.031
C 2.54 1.37 -3.32  -0.392
C 0.48 0.56 -2.13  -0.334
H 5.83 3.94 -1.30  0.175

The HOMO energy comes out at -8.34 eV. The value obtained for the HOMO-LUMO gap is 8.46 eV. For the LUMO energy, the calculation gives 0.120 eV.

=====

Entry 8:
# C57H47GeO2RhS2

A molecular structure, C57H47GeO2RhS2 (wB97M-V/def2-TZVPD, the OMol25 dataset).

Each line ends with the Löwdin charge.
CARTESIAN COORDINATES (ANGSTROEM)
C -3.31 5.07 -1.17  -0.038
C 1.94 5.05 0.64  0.005
H -3.05 -6.88 -2.17  0.089
C -1.43 1.11 1.95  -0.026
H 7.85 -1.16 0.67  0.129
C 0.09 -5.68 -1.62  0.011
H 0.34 2.60 -3.92  0.049
H 3.16 -0.43 -7.22  0.127
H -1.67 -7.74 -1.47  0.097
C 1.91 3.85 -0.05  -0.047
H -6.10 -3.12 -3.34  0.130
H 8.43 -2.93 -0.93  0.125
C -5.61 -0.44 -1.33  -0.027
H 5.06 1.13 -7.18  0.125
C 5.16 1.21 -5.02  -0.022
H 3.07 6.58 3.06  0.108
H 5.07 1.10 -2.91  0.125
C 5.93 -0.75 -0.22  -0.122
C 4.40 0.91 0.64  -0.039
H -2.17 -2.58 -5.89  0.124
C 5.39 -2.11 -2.17  0.004
C 0.03 1.58 -4.11  -0.159
H -2.97 1.25 0.46  0.107
H -2.98 -4.47 -2.39  0.119
C 0.76 -4.49 -1.40  -0.026
C 5.02 -1.08 -1.26  -0.092
H 0.00 0.66 3.50  0.123
C -2.06 -0.73 0.50  -0.166
C -2.22 0.62 0.91  -0.085
H 1.94 1.73 2.62  0.114
H 1.99 3.88 3.82  0.134
C -2.10 2.68 -1.93  -0.328
C 1.96 3.87 2.74  0.002
C 2.99 -0.63 -2.61  -0.131
S 1.00 -1.85 -1.22  0.901
H 1.44 6.35 3.69  0.095
C 1.97 5.08 2.03  -0.224
H -0.68 3.11 -0.37  0.067
C 3.54 -0.14 -3.83  -0.110
H -3.97 0.90 -1.41  0.077
C -1.92 -1.00 -4.44  -0.113
H -0.96 -2.55 0.82  0.118
H -3.78 5.99 -0.87  0.123
C 6.57 -2.76 -2.04  -0.023
O 1.90 -2.10 -0.11  -0.335
H 5.99 1.90 -5.02  0.123
C -1.07 -1.51 1.11  -0.117
H -0.97 -0.70 -4.86  0.079
O 1.13 1.27 -1.51  -0.554
H 1.70 7.21 2.16  0.091
H -3.68 2.57 -3.42  0.114
H 1.90 3.84 -1.13  0.128
C 2.04 6.38 2.77  -0.017
H -6.12 0.11 -0.55  0.123
H -1.81 -2.34 -2.06  0.077
C 0.06 -3.29 -1.56  -0.376
C -1.28 -3.27 -1.92  -0.075
C -3.78 -2.51 -4.49  0.015
H -4.71 4.68 -2.75  0.124
C 1.92 2.66 2.07  -0.085
C -3.72 -0.71 -2.82  -0.191
C -2.18 4.61 -0.50  -0.053
H -1.56 2.14 2.26  0.131
H 1.80 -4.49 -1.10  0.129
H -1.77 5.19 0.31  0.114
Ge -1.31 1.13 -2.78  1.095
C 3.57 -0.09 -6.28  0.000
C -1.97 -6.99 -2.21  -0.017
C -3.24 3.14 -2.60  -0.107
H 4.16 1.68 1.36  0.108
H 1.94 5.98 0.08  0.133
H -4.30 -3.35 -4.92  0.136
H 0.37 -1.66 2.71  0.137
C 1.86 -1.43 -2.69  -0.281
H 6.83 -3.55 -2.73  0.122
C -4.40 -0.01 -1.79  -0.065
H -2.75 -1.16 -0.22  0.105
H 0.89 0.92 -4.11  0.009
C -4.37 -1.84 -3.39  -0.159
C 1.91 2.67 0.68  -0.405
C -5.62 -2.27 -2.88  0.001
C 1.31 -1.86 -3.93  -0.065
H 0.62 -6.62 -1.49  0.136
C -6.22 -1.59 -1.86  -0.031
Rh -0.19 -0.07 -0.61  0.729
C 3.00 -0.56 -5.07  -0.145
H 1.52 -1.81 -6.04  0.135
C 1.90 -1.46 -5.09  0.002
C 3.78 -0.38 -1.36  -0.137
C -2.45 -0.31 -3.36  -0.251
C -1.93 -4.48 -2.12  0.002
C -1.26 -5.70 -1.97  -0.221
C 4.62 0.77 -6.26  -0.022
C 3.49 0.55 -0.39  -0.289
S 1.86 1.14 -0.16  1.066
C -3.84 4.33 -2.22  -0.039
C 4.64 0.76 -3.84  0.008
C -0.53 0.28 2.63  -0.054
C -1.57 3.43 -0.89  -0.126
H -7.18 -1.91 -1.49  0.124
H 4.71 -2.39 -2.97  0.123
C 7.17 -1.43 -0.13  0.000
H -0.46 1.53 -5.08  0.057
C 5.60 0.28 0.70  0.020
H -1.71 -7.39 -3.19  0.105
H 0.47 -2.53 -3.94  0.108
C -2.59 -2.08 -5.02  -0.034
C -0.33 -1.01 2.21  -0.027
H 6.32 0.55 1.46  0.136
C 7.48 -2.41 -1.01  -0.020

The total charge is +3. The HOMO energy (spin up / spin down) comes out at -15.22 / -15.18 eV. The value obtained for the HOMO-LUMO gap (spin up / spin down) is 5.45 / 4.49 eV. Its spin multiplicity is 2. For the LUMO energy (spin up / spin down), the calculation gives -9.762 / -10.693 eV. Its expectation value of S² is 0.772.

=====

Number 1: DFT total energy -708.2316 hartree. Number 2: DFT total energy -6161.7199 hartree. Number 3: DFT total energy -1642.0213 hartree. Number 4: DFT total energy -3283.1483 hartree. Number 5: DFT total energy -306.1064 hartree. Number 6: DFT total energy -415.3497 hartree. Number 7: DFT total energy -1593.5209 hartree. Number 8: DFT total energy -5333.6291 hartree.